(1)
Here is 11 unconnected molecules or ions with the total composition C36H77BF3N24O15PS2 from the OMol25 dataset. Energies are from ωB97M-V/def2-TZVPD.

The HOMO energy is -7.64 eV. As for the structure (SMILES): [H]/N=C\Cc1cc([PH2]=N)c2c(c1B(O)OCC)Sc1c(CCCCS(=O)(=O)O)cc(CCC(F)(F)F)cc1N2CCCN.NC(N)=O.NC(N)=O.NC(N)=O.NC(N)=O.NC(N)=O.NC(N)=O.NC(N)=O.NC(N)=O.NC(N)=O.NC(N)=O. The spin multiplicity is 1. The max |F| is 6.5 eV/Å.

```
159
Properties=species:S:1:pos:R:3:mulliken_charge:R:1
H 5.39 -4.82 3.55 0.31
N 6.07 -5.53 3.21 -0.57
C 6.64 -5.09 2.10 -0.35
C 6.29 -3.63 1.46 0.03
C 4.73 -3.46 1.20 -0.03
C 3.94 -4.77 0.81 -0.77
C 2.41 -4.71 0.58 -0.13
P 1.45 -6.30 0.14 0.35
N 0.57 -6.70 1.44 -0.66
C 1.60 -3.38 0.71 -0.52
C 2.39 -2.10 1.08 0.24
C 3.95 -2.10 1.32 -0.30
B 4.78 -0.74 1.71 0.74
O 4.18 0.36 2.45 -0.47
O 6.18 -0.56 1.37 -0.42
C 6.41 0.74 0.75 0.24
C 7.07 1.80 1.77 -1.01
S 1.38 -0.54 1.26 0.01
C -0.23 -1.23 1.91 0.92
C -1.07 -0.35 2.86 0.50
C -0.50 1.12 3.18 -0.46
C -1.62 2.01 3.90 -0.77
C -1.14 3.55 3.95 -0.82
C -2.13 4.50 3.11 -0.63
S -2.10 4.17 1.28 0.95
O -3.14 5.05 0.61 -0.64
O -2.45 2.75 0.92 -0.46
O -0.62 4.60 0.59 -0.50
C -2.38 -0.95 3.43 -1.16
C -2.80 -2.39 2.99 0.46
C -4.16 -3.02 3.60 -0.73
C -5.28 -3.14 2.46 -0.58
C -5.71 -4.66 2.16 0.66
F -4.76 -5.31 1.32 -0.22
F -6.99 -4.65 1.51 -0.27
F -5.86 -5.40 3.36 -0.26
C -1.97 -3.26 2.00 -0.67
C -0.63 -2.66 1.45 -0.57
N 0.14 -3.48 0.51 0.94
C -0.28 -3.30 -0.91 -1.01
C -0.29 -1.79 -1.44 0.48
C -1.17 -1.81 -2.82 -0.45
N -0.44 -2.44 -3.95 -0.64
H 7.43 -5.79 1.65 0.35
H 6.61 -2.88 2.28 0.23
H 6.95 -3.40 0.56 0.13
H 4.45 -5.78 0.70 0.14
H 2.33 -7.36 -0.24 0.08
H 0.56 -6.03 -0.94 0.02
H 0.77 -6.00 2.17 0.39
H 3.49 -0.02 3.04 0.29
H 7.18 0.57 -0.08 -0.07
H 5.45 1.14 0.28 0.30
H 7.97 2.36 1.32 0.30
H 6.30 2.62 2.02 0.23
H 7.43 1.32 2.75 0.25
H -0.19 1.56 2.15 0.34
H 0.46 0.99 3.77 0.26
H -1.73 1.59 4.97 0.45
H -2.60 1.86 3.32 0.35
H -1.15 3.89 5.04 0.38
H -0.08 3.72 3.55 0.37
H -1.72 5.58 3.24 0.39
H -3.20 4.52 3.52 0.36
H -0.83 5.16 -0.20 0.36
H -3.03 -0.34 4.13 0.17
H -3.87 -4.05 4.05 0.23
H -4.51 -2.37 4.48 0.39
H -4.96 -2.64 1.47 0.22
H -6.24 -2.63 2.86 0.37
H -2.35 -4.31 1.70 0.31
H 0.49 -3.87 -1.56 0.46
H -1.28 -3.83 -1.11 0.16
H 0.73 -1.36 -1.71 0.11
H -0.81 -1.04 -0.76 -0.06
H -1.56 -0.74 -3.05 -0.13
H -2.12 -2.42 -2.56 0.34
H 0.00 -1.67 -4.49 0.28
H -1.18 -2.80 -4.58 0.34
N -6.10 5.13 1.78 -0.30
C -6.64 3.95 2.19 0.63
N -7.76 4.08 2.95 -0.42
O -6.16 2.87 1.91 -0.70
H -6.49 6.03 2.01 0.15
H -5.27 5.07 1.22 0.16
H -8.20 3.23 3.27 0.24
H -8.18 4.96 3.19 0.16
N -3.42 0.44 -5.22 -0.32
C -3.68 -0.79 -5.73 0.64
N -4.73 -0.84 -6.59 -0.44
O -3.03 -1.78 -5.43 -0.60
H -3.94 1.26 -5.45 0.17
H -2.65 0.51 -4.57 0.21
H -4.95 -1.74 -6.99 0.22
H -5.27 -0.04 -6.85 0.15
N -6.72 1.43 -0.48 -0.19
C -7.04 0.27 -1.09 0.51
N -6.86 -0.84 -0.32 -0.24
O -7.46 0.21 -2.24 -0.70
H -6.38 1.50 0.46 0.26
H -6.84 2.28 -1.01 0.14
H -7.09 -1.73 -0.74 0.17
H -6.52 -0.82 0.62 0.17
N -1.50 -7.61 3.46 -0.02
C -2.04 -8.78 3.87 0.61
N -3.17 -8.66 4.62 -0.35
O -1.56 -9.87 3.59 -0.69
H -1.89 -6.71 3.68 0.03
H -0.66 -7.66 2.90 0.18
H -3.60 -9.51 4.95 0.20
H -3.59 -7.78 4.86 0.15
N 2.54 4.15 -3.04 -0.38
C 1.99 2.98 -2.62 0.62
N 0.87 3.11 -1.87 -0.10
O 2.47 1.90 -2.90 -0.65
H 2.16 5.06 -2.82 0.15
H 3.37 4.10 -3.60 0.23
H 0.44 2.27 -1.54 0.11
H 0.46 3.99 -1.63 0.04
N -3.50 9.00 -0.99 -0.25
C -2.95 9.49 0.14 0.57
N -2.58 8.56 1.05 -0.32
O -2.78 10.69 0.33 -0.68
H -3.64 8.02 -1.16 0.12
H -3.79 9.66 -1.69 0.18
H -2.16 8.88 1.91 0.16
H -2.70 7.57 0.92 0.21
N 7.93 -1.28 -2.98 -0.33
C 8.46 -0.03 -3.00 0.63
N 8.80 0.41 -4.23 -0.29
O 8.63 0.63 -1.99 -0.68
H 7.79 -1.84 -3.80 0.16
H 7.67 -1.65 -2.08 0.20
H 9.20 1.34 -4.29 0.15
H 8.68 -0.12 -5.08 0.17
N -1.51 8.64 -5.27 -0.39
C -2.47 7.95 -4.61 0.66
N -2.36 6.60 -4.70 -0.38
O -3.37 8.50 -3.99 -0.65
H -0.77 8.21 -5.79 0.16
H -1.56 9.65 -5.23 0.22
H -3.06 6.05 -4.22 0.20
H -1.64 6.13 -5.20 0.17
N 9.76 2.17 -7.66 -0.39
C 8.73 1.31 -7.84 0.68
N 7.72 1.79 -8.61 -0.39
O 8.70 0.19 -7.35 -0.68
H 9.80 3.10 -8.05 0.16
H 10.53 1.85 -7.09 0.22
H 6.93 1.19 -8.77 0.22
H 7.72 2.71 -9.02 0.16
N -0.02 -3.23 5.25 -0.29
C 0.66 -4.35 4.91 0.55
N 1.54 -4.79 5.85 -0.45
O 0.50 -4.93 3.85 -0.52
H 0.09 -2.75 6.12 0.15
H -0.69 -2.88 4.57 0.16
H 2.07 -5.62 5.63 0.26
H 1.69 -4.33 6.73 0.14
```



(2)
Here is 11 unconnected molecules or ions with the total composition C36H77NO32S6 from the OMol25 dataset. Energies are from ωB97M-V/def2-TZVPD.

The HOMO energy is -9.88 eV. As for the structure (SMILES): O=[N+]([O-])c1ccccc1.CCOS(C)(=O)=O.CCOS(C)(=O)=O.CCOS(C)(=O)=O.CCOS(C)(=O)=O.CCOS(C)(=O)=O.CCOS(C)(=O)=O.COC(=O)OC.COC(=O)OC.COC(=O)OC.COC(=O)OC. The spin multiplicity is 1. The max |F| is 2.3 eV/Å.

```
152
Properties=species:S:1:pos:R:3:mulliken_charge:R:1
O -2.81 -4.04 4.48 -0.67
N -2.47 -3.34 3.55 1.13
O -3.21 -2.89 2.71 -0.42
C -1.03 -3.07 3.41 0.73
C -0.22 -3.09 4.53 -0.50
C 1.16 -3.03 4.36 -0.85
C 1.70 -2.98 3.09 -0.53
C 0.87 -2.92 1.98 -0.45
C -0.51 -2.92 2.14 -0.70
H -0.66 -3.29 5.50 0.54
H 1.82 -2.98 5.22 0.43
H 2.76 -3.15 2.89 0.41
H 1.28 -2.82 0.98 0.42
H -1.12 -2.79 1.26 0.38
C -9.67 1.41 0.71 -1.08
C -9.24 0.84 2.06 -0.15
O -8.77 -0.48 1.93 -0.40
S -7.26 -0.81 1.47 1.35
C -6.30 0.43 2.29 -0.50
O -6.97 -2.05 2.08 -0.61
O -7.22 -0.61 0.06 -0.63
H -8.84 1.75 0.10 0.26
H -10.32 2.30 0.78 0.42
H -10.26 0.67 0.18 0.28
H -8.53 1.54 2.51 0.22
H -10.13 0.79 2.69 0.32
H -6.29 1.36 1.72 0.47
H -5.32 0.02 2.50 -0.46
H -6.72 0.71 3.26 0.52
C 5.54 -4.75 -4.12 -1.15
C 5.98 -3.38 -3.69 -0.35
O 4.94 -2.43 -4.04 -0.18
S 5.04 -0.98 -3.43 1.12
C 4.26 0.00 -4.64 -0.37
O 4.35 -0.90 -2.18 -0.33
O 6.43 -0.64 -3.46 -0.70
H 5.01 -4.72 -5.08 0.27
H 4.83 -5.23 -3.44 0.28
H 6.41 -5.40 -4.25 0.41
H 6.09 -3.33 -2.60 0.28
H 6.94 -3.08 -4.12 0.48
H 4.83 -0.01 -5.57 0.45
H 4.36 1.01 -4.23 0.03
H 3.22 -0.29 -4.72 -0.10
C 0.31 -1.00 -4.23 0.38
C 0.56 -2.14 -5.23 -0.89
O 1.60 -3.04 -4.77 -0.36
S 1.20 -4.16 -3.71 1.16
C 2.30 -3.78 -2.39 0.24
O -0.15 -3.95 -3.32 -0.50
O 1.65 -5.40 -4.27 -0.69
H -0.38 -0.28 -4.66 0.46
H 1.24 -0.47 -4.01 -0.24
H -0.11 -1.37 -3.30 -0.30
H -0.38 -2.67 -5.33 0.46
H 0.94 -1.71 -6.16 0.39
H 3.33 -3.79 -2.71 -0.48
H 2.11 -4.51 -1.61 0.60
H 1.95 -2.82 -2.02 -0.38
C -0.03 0.37 3.36 0.09
C -1.24 0.93 4.05 -0.19
O -1.99 -0.19 4.57 -0.11
S -3.49 0.07 5.04 1.19
C -3.22 0.46 6.75 -1.19
O -3.94 1.25 4.37 -0.51
O -4.19 -1.16 5.00 -0.61
H 0.54 1.15 2.86 0.09
H -0.32 -0.42 2.68 -0.55
H 0.64 -0.03 4.12 0.33
H -0.99 1.62 4.86 0.32
H -1.86 1.47 3.34 0.04
H -2.95 -0.46 7.26 0.34
H -4.19 0.77 7.12 0.44
H -2.50 1.27 6.82 0.31
C -3.02 3.77 -2.26 -1.39
C -1.63 3.34 -2.64 0.80
O -1.05 4.39 -3.48 -0.42
S 0.25 3.99 -4.30 1.27
C 1.37 3.44 -3.05 -0.55
O -0.02 2.89 -5.17 -0.66
O 0.74 5.19 -4.87 -0.67
H -3.54 4.19 -3.13 0.44
H -2.97 4.49 -1.44 0.26
H -3.59 2.91 -1.91 0.33
H -1.01 3.21 -1.75 -0.23
H -1.62 2.41 -3.22 0.13
H 1.10 2.45 -2.71 -0.03
H 1.37 4.19 -2.26 0.18
H 2.32 3.37 -3.57 0.48
C 7.22 5.47 -1.26 -1.22
C 5.80 5.13 -1.66 -0.23
O 5.27 4.16 -0.74 -0.18
S 4.65 2.81 -1.33 1.36
C 6.08 1.79 -1.00 -0.54
O 3.57 2.43 -0.49 -0.29
O 4.48 2.85 -2.75 -0.84
H 7.67 6.28 -1.83 0.39
H 7.92 4.62 -1.30 0.28
H 7.27 5.75 -0.21 0.30
H 5.25 6.08 -1.60 0.33
H 5.70 4.82 -2.70 0.31
H 6.54 2.05 -0.05 0.36
H 6.76 1.98 -1.83 0.47
H 5.65 0.80 -1.06 -0.37
C -6.18 -6.21 -0.45 -0.72
O -5.47 -5.00 -0.25 -0.19
C -4.32 -4.83 -0.90 0.53
O -3.78 -5.63 -1.62 -0.61
O -3.86 -3.62 -0.60 -0.11
C -2.66 -3.22 -1.30 -0.86
H -6.59 -6.29 -1.46 0.30
H -7.00 -6.21 0.26 0.21
H -5.54 -7.07 -0.25 0.30
H -2.73 -3.57 -2.33 0.58
H -1.83 -3.67 -0.77 0.32
H -2.72 -2.14 -1.35 0.16
C 4.93 -1.52 1.00 -0.89
O 4.25 -0.28 1.12 0.21
C 4.13 0.15 2.38 0.55
O 4.27 -0.51 3.38 -0.59
O 3.86 1.46 2.35 -0.15
C 3.53 2.09 3.57 -0.77
H 4.84 -2.26 1.79 0.39
H 6.01 -1.33 0.90 0.27
H 4.57 -1.96 0.07 0.16
H 2.90 1.48 4.22 0.32
H 2.93 2.96 3.30 0.17
H 4.40 2.48 4.10 0.30
C -2.71 0.14 0.41 -0.49
O -1.50 -0.57 0.24 0.41
C -0.56 -0.10 -0.57 -0.16
O -0.53 0.99 -1.08 -0.39
O 0.39 -1.01 -0.66 1.04
C 1.73 -0.55 -0.82 -0.07
H -3.48 -0.22 -0.27 0.48
H -2.58 1.22 0.36 0.04
H -3.13 -0.12 1.39 -0.14
H 2.01 -0.73 -1.86 -0.09
H 2.39 -1.22 -0.28 -0.40
H 1.90 0.47 -0.50 -0.06
C -2.74 4.23 3.66 -0.56
O -1.33 4.18 3.46 -0.38
C -0.93 3.98 2.20 0.84
O -1.65 3.73 1.27 -0.53
O 0.39 4.13 2.17 -0.45
C 1.02 3.97 0.89 -0.56
H -3.24 3.39 3.19 0.19
H -3.16 5.18 3.36 0.38
H -2.89 4.08 4.73 0.22
H 0.54 4.59 0.14 0.50
H 1.11 2.92 0.66 0.07
H 2.03 4.37 0.98 0.20
```



(3)
Here is 3 unconnected molecules or ions with the total composition C36H78BBrN5O11 from the OMol25 dataset. Energies are from ωB97M-V/def2-TZVPD.

The HOMO energy is -10.37 eV. Its charge is +1. The spin multiplicity is 1. The max |F| is 8.5 eV/Å.

```
132
Properties=species:S:1:pos:R:3:mulliken_charge:R:1
C 2.26 -0.48 5.09 -0.67
C 3.02 -0.55 3.67 -0.17
C 2.22 -1.25 2.40 -0.14
C 1.23 -2.49 2.80 0.23
C 1.88 -4.00 2.44 -0.99
B 1.71 -5.05 3.74 0.66
O 1.12 -6.39 3.36 -0.54
O 2.14 -4.70 5.12 -0.52
N -0.05 -2.26 1.98 0.03
Br -1.32 -3.62 2.10 0.14
C -0.51 -0.87 2.41 -0.09
C -2.12 -0.65 2.47 -0.65
C -2.95 -1.03 3.79 -0.95
C -2.25 -1.86 4.98 0.52
N -2.15 -1.09 6.31 -0.74
C 0.33 0.25 1.48 -1.12
C -0.47 0.17 0.04 -0.34
C -1.69 1.21 -0.23 -0.01
C -1.52 2.08 -1.65 -0.54
C -3.02 2.38 -2.26 -0.26
C -3.64 3.85 -1.88 -0.55
C -4.55 3.89 -0.52 -0.37
C -5.82 2.85 -0.50 0.13
O -6.81 3.30 0.54 -0.41
C -6.88 2.34 1.65 -0.50
N 0.26 1.61 2.00 1.38
C 0.14 1.91 3.44 0.40
C 1.35 2.71 4.28 -1.00
O -0.93 1.71 4.25 -0.54
C 0.82 2.77 1.31 0.03
C 2.38 3.27 1.10 -0.84
O -0.06 3.71 0.86 -0.52
N 1.77 -0.20 1.47 1.71
C 2.55 -0.01 0.23 -0.53
C 4.16 0.06 0.24 -0.86
N 4.84 1.23 0.89 -0.51
H 2.88 0.15 5.88 0.36
H 2.18 -1.58 5.55 0.22
H 1.17 -0.06 5.10 -0.06
H 4.06 -1.12 3.85 0.31
H 3.30 0.53 3.33 -0.42
H 3.10 -1.85 1.85 0.22
H 0.94 -2.60 3.92 0.18
H 3.04 -3.96 2.26 0.29
H 1.41 -4.45 1.44 0.35
H 1.48 -6.62 2.43 0.34
H 1.52 -5.22 5.72 0.32
H 0.30 -2.31 0.98 0.72
H -0.18 -0.79 3.56 -0.47
H -2.70 -1.10 1.53 0.39
H -2.27 0.54 2.35 0.01
H -3.43 -0.05 4.28 0.31
H -3.90 -1.66 3.44 0.33
H -1.18 -2.32 4.74 -0.45
H -2.93 -2.81 5.23 0.27
H -2.32 -0.07 6.17 0.28
H -1.15 -1.17 6.59 0.29
H -0.97 -0.91 -0.06 0.05
H 0.18 0.27 -0.93 0.42
H -2.70 0.60 -0.41 0.35
H -1.95 1.94 0.65 0.06
H -0.91 3.07 -1.52 0.11
H -0.98 1.36 -2.42 0.36
H -3.83 1.57 -2.00 0.08
H -2.90 2.34 -3.45 0.17
H -2.75 4.61 -1.72 0.27
H -4.31 4.20 -2.80 0.22
H -3.93 3.74 0.49 0.05
H -5.02 4.98 -0.43 0.33
H -5.48 1.75 -0.23 0.19
H -6.45 2.85 -1.52 -0.07
H -7.13 1.24 1.31 0.24
H -7.72 2.63 2.44 0.26
H -5.88 2.28 2.29 0.16
H 2.43 2.42 3.94 0.20
H 1.18 2.67 5.44 0.29
H 1.21 3.85 3.98 0.35
H 3.12 2.92 1.94 0.11
H 2.41 4.46 1.12 0.40
H 2.79 2.99 0.02 0.24
H 2.17 0.95 -0.38 0.24
H 2.26 -0.92 -0.49 0.26
H 4.69 -0.92 0.69 0.20
H 4.51 0.06 -0.90 0.34
H 5.87 1.12 0.65 0.25
H 4.81 1.22 1.93 0.23
C -9.08 2.76 -5.74 -0.80
O -7.99 1.96 -6.18 -0.30
C -6.72 2.39 -5.69 -0.61
C -5.94 1.24 -5.03 0.05
O -6.50 0.69 -3.84 -0.39
C -7.75 0.00 -3.96 -0.33
C -7.74 -1.28 -4.83 -0.53
O -7.50 -0.98 -6.20 -0.28
C -6.51 -1.78 -6.81 -0.84
H -9.26 3.55 -6.47 0.28
H -9.96 2.12 -5.69 0.25
H -8.90 3.19 -4.75 0.35
H -6.82 3.22 -4.98 0.35
H -6.15 2.75 -6.55 0.40
H -4.96 1.65 -4.74 0.16
H -5.71 0.46 -5.75 0.07
H -8.53 0.68 -4.28 0.11
H -8.01 -0.30 -2.94 0.41
H -8.72 -1.75 -4.76 0.39
H -6.99 -1.98 -4.43 0.33
H -5.71 -2.06 -6.11 0.39
H -6.05 -1.20 -7.62 0.24
H -6.96 -2.67 -7.24 0.28
C 7.13 -2.06 -3.72 -0.92
O 7.43 -2.30 -2.35 -0.21
C 8.28 -3.42 -2.14 -0.51
C 9.49 -3.07 -1.25 -0.26
O 10.42 -2.13 -1.79 -0.46
C 9.96 -0.79 -2.00 -0.34
C 9.55 -0.01 -0.74 -0.54
O 8.38 -0.56 -0.14 -0.19
C 8.49 -0.76 1.26 -0.96
H 6.22 -2.58 -4.00 0.26
H 6.97 -0.98 -3.85 0.25
H 7.95 -2.35 -4.39 0.44
H 8.64 -3.85 -3.09 0.37
H 7.68 -4.19 -1.63 0.36
H 10.05 -3.99 -1.10 0.45
H 9.17 -2.76 -0.26 0.02
H 9.18 -0.77 -2.75 0.07
H 10.81 -0.26 -2.45 0.43
H 9.31 1.02 -1.03 0.34
H 10.39 0.03 -0.04 0.39
H 9.51 -1.02 1.56 0.48
H 7.84 -1.59 1.53 0.24
H 8.16 0.13 1.79 0.30
```



Question: Which formula does entry 2 have?
Answer: C36H77NO32S6